[1]
# C46H36BrGeIN5O3PtS

A molecular structure, C46H36BrGeIN5O3PtS (ωB97M-V/def2-TZVPD, the Open Molecules 2025 dataset).

## Properties
Expectation value of S²   6.102
Energy relative to the best compared isomer or geometry (same formula, charge and spin)   8.4 kcal/mol
Orbital gap (spin up / spin down)   6.19 / 6.87 eV
Lowest unoccupied orbital energy (spin up / spin down)   2.18 / 1.35 eV

ORCA input file:
```
! RIJCOSX wB97M-V def2-TZVPD def2/J DEFGRID3
* xyz -1 5
Pt 0.12441 0.09949 0.04473
Br -6.02570 -5.90241 3.79219
C -5.53581 -4.13052 4.28223
C -4.19530 -3.77080 4.29892
C -3.84226 -2.50024 4.67906
C -4.83175 -1.55555 5.05567
C -6.18711 -1.95320 5.01116
C -6.53196 -3.22398 4.62606
N -4.56854 -0.28573 5.41355
N -3.38928 0.17284 5.58666
C -2.39361 0.40018 4.76207
C -1.10319 0.68492 5.27560
C 0.00339 0.69250 4.47618
C -0.06170 0.43260 3.07819
O 0.97297 0.38537 2.34929
C -1.38325 0.24356 2.52712
N -1.47958 0.00530 1.20080
C -2.65011 -0.19486 0.62209
C -3.84021 -0.05652 1.33143
C -3.78467 0.22824 2.68049
C -2.54997 0.30677 3.32712
H -3.43743 -4.48402 4.01362
H -2.80165 -2.21007 4.67882
H -6.94813 -1.23399 5.27826
H -7.56539 -3.53465 4.59069
H -1.00374 0.83117 6.34158
H 0.98369 0.87122 4.89054
H -2.64591 -0.45713 -0.43286
H -4.77861 -0.17642 0.81685
H -4.69100 0.39476 3.24447
C -3.50329 5.14066 -5.13515
C -3.02151 3.79737 -4.67791
C -3.04602 3.44293 -3.33536
C -2.61230 2.19406 -2.92991
C -2.14539 1.29771 -3.86891
C -2.09958 1.63570 -5.20574
C -2.53866 2.88270 -5.60767
S -1.64439 -0.33865 -3.33907
O -2.76122 -0.86914 -2.59994
O -1.20136 -1.07346 -4.49930
N -0.46771 -0.05041 -2.26773
C 0.84551 -0.03820 -2.49160
C 1.52928 -0.24924 -3.70388
C 2.89885 -0.14982 -3.70940
C 3.59185 0.14597 -2.53172
C 2.86930 0.30701 -1.37050
N 1.54698 0.21926 -1.35772
H -3.96593 5.68668 -4.31642
H -4.22876 5.02999 -5.94096
H -2.66732 5.72796 -5.51523
H -3.41297 4.14770 -2.60111
H -2.63149 1.90320 -1.89128
H -1.71877 0.91291 -5.90783
H -2.51317 3.15643 -6.65101
H 0.95603 -0.50732 -4.57947
H 3.44511 -0.30146 -4.63008
H 4.66570 0.23029 -2.52031
H 3.34049 0.50379 -0.41573
I 0.42744 -2.52699 0.21923
C -0.05037 2.11253 0.22242
Ge 0.00519 3.81009 -0.64580
C -1.62002 4.74320 0.06925
C -2.62587 3.96416 0.62846
C -3.74106 4.53622 1.21118
C -3.87548 5.91414 1.23636
C -2.88786 6.70536 0.67592
C -1.77016 6.12325 0.10432
C 0.17787 4.15769 -2.59609
C 0.11729 5.47807 -3.02388
C 0.26616 5.80400 -4.35725
C 0.48429 4.80441 -5.29001
C 0.55650 3.48604 -4.87618
C 0.40748 3.16965 -3.53780
C 1.59338 4.74696 0.12643
C 2.84891 4.40130 -0.35887
C 3.99731 4.91297 0.21403
C 3.90681 5.78513 1.28568
C 2.66285 6.13578 1.78074
C 1.51677 5.61204 1.20861
H -0.14576 2.36031 1.28577
H -2.51947 2.88598 0.61337
H -4.50048 3.90762 1.65464
H -4.74108 6.36866 1.69760
H -2.98610 7.78232 0.69505
H -0.99585 6.75454 -0.31035
H -0.04132 6.26143 -2.29682
H 0.22163 6.83922 -4.66691
H 0.60534 5.05472 -6.33408
H 0.72932 2.69796 -5.59522
H 0.46340 2.13944 -3.22253
H 2.91804 3.71170 -1.19199
H 4.96844 4.62314 -0.16389
H 4.80349 6.18389 1.74006
H 2.58783 6.80797 2.62438
H 0.54576 5.87326 1.60915
*
```

[2]
# C46H36IN4O2ReS2

A molecular structure, C46H36IN4O2ReS2 (ωB97M-V/def2-TZVPD, the Open Molecules 2025 dataset).

## Properties
Expectation value of S²   3.776
Energy relative to the best compared isomer or geometry (same formula, charge and spin)   72.6 kcal/mol
Orbital gap (spin up / spin down)   4.31 / 4.56 eV
Lowest unoccupied orbital energy (spin up / spin down)   -9.86 / -9.61 eV

ORCA input file:
```
! RIJCOSX wB97M-V def2-TZVPD def2/J DEFGRID3
* xyz 3 4
Re -1.95627 1.66209 1.66007
I -0.70507 4.13267 2.70664
C -2.47567 5.17113 2.19646
C -2.71283 6.46140 2.65687
C -3.91760 7.10934 2.25703
C -4.83285 6.44080 1.48799
C -4.57995 5.13006 1.04940
C -5.53401 4.52172 0.20548
C -5.33837 3.25870 -0.32535
C -4.21212 2.53413 0.07268
C -3.24074 3.04339 1.00534
C -3.39570 4.43239 1.43859
H -2.05987 6.96647 3.33560
H -4.08083 8.11473 2.58696
H -5.74093 6.88655 1.12443
H -6.44522 5.06603 -0.07105
H -6.07828 2.80507 -0.96441
H -4.11536 1.53388 -0.34093
C 5.59959 4.39677 2.24672
C 4.36124 3.77678 1.62954
C 3.48364 4.40123 0.72823
C 2.34056 3.73219 0.27005
C 2.08380 2.40500 0.63450
C 2.95563 1.75413 1.50319
C 4.04632 2.45477 1.97319
S 0.73137 1.56641 -0.19675
O -0.19287 1.11136 0.98921
C 1.51262 0.15253 -0.87106
C 2.07366 0.79873 -2.00582
C 3.33188 0.55859 -2.45160
C 4.15580 -0.26727 -1.64846
C 5.53267 -0.46703 -1.97953
C 6.26057 -1.41807 -1.32485
C 5.69313 -2.10082 -0.22110
C 4.38568 -1.90341 0.09933
C 3.52349 -1.06975 -0.63973
C 2.12960 -1.02371 -0.36468
C 1.57928 -2.37651 0.08292
C 2.18775 -3.49331 -0.56633
C 2.84213 -3.39126 -1.83193
C 3.33953 -4.50380 -2.41666
C 3.32962 -5.77902 -1.77665
C 2.70378 -5.91593 -0.58681
C 2.08068 -4.76855 0.04109
C 1.27770 -4.96544 1.16741
C 0.45503 -3.96080 1.57832
C 0.58938 -2.68758 1.02074
S -0.79557 -1.61365 1.14089
O -1.80218 -2.20999 2.11669
C -1.39118 -1.90385 -0.50084
C -1.87276 -0.78176 -1.18553
C -2.34561 -0.87183 -2.48098
C -2.35399 -2.11437 -3.14982
C -2.80746 -2.17817 -4.57841
C -1.88238 -3.22949 -2.44852
C -1.39634 -3.11492 -1.14158
H 5.37092 5.40513 2.62153
H 6.39802 4.47235 1.53428
H 5.93532 3.79589 3.08927
H 3.69837 5.41355 0.39561
H 1.63290 4.22351 -0.39553
H 2.77258 0.75295 1.80159
H 4.71733 1.95660 2.67051
H 1.45679 1.54880 -2.49516
H 3.63855 1.07105 -3.33689
H 5.93097 0.07982 -2.81384
H 7.26175 -1.65851 -1.63209
H 6.30215 -2.75451 0.35241
H 3.97682 -2.42702 0.93561
H 2.87538 -2.44169 -2.36326
H 3.78844 -4.40124 -3.39990
H 3.76354 -6.61949 -2.29593
H 2.67475 -6.89383 -0.10928
H 1.26577 -5.92930 1.66876
H -0.33233 -4.11508 2.33294
H -1.84728 0.19775 -0.73194
H -2.70215 0.00839 -3.02597
H -2.17228 -1.51197 -5.16469
H -3.81842 -1.76315 -4.64357
H -2.81813 -3.19450 -4.99007
H -1.86356 -4.18790 -2.92160
H -0.97859 -3.99366 -0.64483
N -6.61935 -2.71153 2.55781
C -5.51041 -2.35285 1.95758
N -5.20532 -2.73556 0.73082
N -4.62253 -1.56007 2.66381
C -3.86501 -0.64893 2.36442
N -3.17649 0.31063 2.22250
H -7.27948 -3.37000 2.12274
H -6.82252 -2.44860 3.50153
H -5.86390 -3.22176 0.12950
H -4.28669 -2.56399 0.37518
*
```